This record from the OMol25 dataset describes a single C2H2N4O2 molecule in a non-equilibrium geometry. The level of theory is ωB97M-V with the def2-TZVPD basis set.

Properties
Electronic energy in eV: -12157.869
Energy above the lowest of the compared OMol25 structures with the same formula, charge and spin in kJ/mol: 470.70
Multiplicity: 1
SMILES: [H]/N=C/n1nnc(=O)o1
HOMO in hartree: -0.3838

Positions of all 10 atoms, in Å:
O (0.293, 3.028, -0.923)
O (0.020, 1.071, 0.218)
N (-0.878, -1.073, 1.746)
N (0.694, -0.256, -1.295)
N (1.156, 0.938, -1.704)
N (0.025, -0.234, -0.207)
C (-0.289, -1.314, 0.650)
C (0.469, 1.843, -0.865)
H (-1.304, -1.770, 2.318)
H (-0.185, -2.232, 0.061)

Cartesian forces (eV/Å) of the 2 atoms listed first:
0.3112 -1.4778 0.0897
-1.5537 0.2345 1.2832

Atom charges from the Löwdin analysis, given in e for atoms 1 to 6: atom 1 (O): 0.1336, atom 2 (O): 0.0985, atom 3 (N): 0.1562, atom 4 (N): 0.0754, atom 5 (N): 0.1468, atom 6 (N): -0.1316